Below is a cluster of 3 separate species, C3H12N2O3 in total in a non-equilibrium geometry, with properties calculated with ωB97M-V with the def2-TZVPD basis set.

Each atom is followed by the atoms it is bonded to, with distances in Å.
Geometry (Å):
1 H -1.443 2.879 -0.109  O9 0.970
2 H -0.138 2.404 0.436  O9 0.958
3 C 0.102 -1.522 0.172  C4 1.522, H10 1.078, N17 1.476, H19 1.094
4 C 1.044 -1.567 1.367  C3 1.522, H12 1.085, H15 1.072, H20 1.099
5 H 1.397 1.359 0.803  O13 0.962
6 H 2.347 2.429 0.388  O13 0.966
7 H -1.809 -0.561 -2.930  N14 1.000
8 C -1.334 0.058 -1.120  O11 1.224, N14 1.360, N17 1.374
9 O -0.794 3.087 0.580  H1 0.970, H2 0.958
10 H 0.645 -1.662 -0.748  C3 1.078
11 O -2.061 1.036 -1.229  C8 1.224
12 H 0.659 -1.208 2.315  C4 1.085
13 O 2.315 1.475 0.541  H5 0.962, H6 0.966
14 N -1.350 -0.883 -2.102  H7 1.000, C8 1.360, H16 0.977
15 H 1.446 -2.560 1.336  C4 1.072
16 H -0.681 -1.594 -2.065  N14 0.977
17 N -0.614 -0.241 0.012  C3 1.476, C8 1.374, H18 1.002
18 H -0.932 0.217 0.845  N17 1.002
19 H -0.663 -2.289 0.319  C3 1.094
20 H 1.863 -0.856 1.191  C4 1.099

Properties
Charge   0
Structure (SMILES)   CCNC(N)=O.O.O
Frontier orbital gap   10.65 eV
LUMO energy   0.6091 eV
Spin multiplicity   1
Max |F|   0.0403 Eh/bohr
ΔE to the lowest compared entry with this formula, charge and spin   0.335 eV